# 1
C22H27BN9O4Ti as an isolated structure. Source: OMol25; level of theory: the ωB97M-V functional and the def2-TZVPD basis.

The expectation value of S² is 0.752. The lowest unoccupied orbital energy (spin up / spin down) comes out at -5.75 / -5.59 eV. As for the energy above the lowest of the compared OMol25 structures with the same formula, charge and spin: 0.0 kJ/mol. The HOMO energy (spin up / spin down) comes out at -14.01 / -14.61 eV.

ORCA input file:
```
! RIJCOSX wB97M-V def2-TZVPD def2/J DEFGRID3
* xyz 2 2
Ti 0.599 0.633 0.010
C 4.854 0.386 -0.497
C 3.602 -0.173 -0.673
N 2.658 0.594 -0.107
N 3.305 1.662 0.447
C 4.614 1.550 0.219
B 2.469 2.791 1.149
N 1.576 2.130 2.254
C 1.836 2.004 3.550
C 0.823 1.261 4.145
C -0.023 0.949 3.105
N 0.410 1.476 1.945
N 1.547 3.410 0.053
C 1.598 4.645 -0.447
C 0.858 4.692 -1.619
C 0.379 3.402 -1.767
N 0.775 2.618 -0.755
H 5.801 0.010 -0.842
H 3.328 -1.084 -1.183
H 5.295 2.303 0.583
H 3.191 3.624 1.621
H 2.713 2.465 3.976
H 0.731 0.987 5.182
H -0.928 0.362 3.130
H 2.171 5.408 0.057
H 0.712 5.535 -2.271
H -0.199 2.994 -2.583
C -3.901 2.037 0.066
C -2.399 1.896 0.371
N -1.824 0.702 -0.306
C -2.440 -0.520 0.270
C -3.975 -0.426 0.251
N -4.346 0.761 -0.606
C -3.689 0.649 -1.960
C -2.164 0.758 -1.747
H -4.123 2.851 -0.620
H -4.504 2.161 0.961
H -2.228 1.797 1.439
H -1.859 2.778 0.033
H -2.085 -0.656 1.287
H -2.102 -1.370 -0.318
H -4.408 -0.255 1.234
H -4.441 -1.305 -0.187
H -5.358 0.780 -0.726
H -4.081 1.454 -2.577
H -3.996 -0.302 -2.388
H -1.792 1.697 -2.149
H -1.656 -0.060 -2.251
O 0.380 -0.958 -1.170
C 0.570 -1.718 -0.130
O 0.600 -1.144 0.986
C 0.731 -3.169 -0.327
C 0.480 -3.677 -1.594
C 0.551 -5.043 -1.812
C 0.885 -5.839 -0.738
C 1.176 -5.362 0.521
C 1.090 -3.993 0.730
N 0.919 -7.326 -0.957
O 1.257 -8.005 -0.020
O 0.672 -7.715 -2.072
H 0.235 -3.008 -2.408
H 0.362 -5.485 -2.778
H 1.459 -6.050 1.306
H 1.306 -3.572 1.703
*
```



# 2
A 3-piece molecular cluster, C22H27Br3F6NO6 overall. Source: OMol25; level of theory: the ωB97M-V functional and the def2-TZVPD basis.

The lowest unoccupied orbital energy comes out at -4.78 eV. The HOMO energy comes out at -12.46 eV.

ORCA input file:
```
! RIJCOSX wB97M-V def2-TZVPD def2/J DEFGRID3
* xyz 1 1
C 0.316 1.416 2.265
C -0.545 1.037 1.109
Br -0.341 2.124 -0.443
C -1.412 0.029 1.093
Br -1.614 -1.043 2.619
C -2.231 -0.245 -0.115
C -3.476 0.367 -0.289
C -4.047 1.245 0.784
O -4.206 0.808 1.867
O -4.428 2.473 0.463
C -4.191 0.175 -1.465
C -3.657 -0.612 -2.444
Br -4.539 -0.874 -4.067
N -2.458 -1.190 -2.275
C -1.731 -1.040 -1.153
C -0.416 -1.733 -1.089
C -0.593 -3.125 -0.451
C 0.736 -3.866 -0.175
C 0.625 -4.526 1.203
C 1.954 -2.956 -0.180
H -0.322 1.769 3.070
H 0.909 0.577 2.610
H 0.974 2.225 1.984
H -4.137 2.728 -0.423
H -5.150 0.640 -1.604
H -2.062 -1.753 -3.019
H -0.064 -1.846 -2.114
H 0.275 -1.099 -0.559
H -1.227 -3.704 -1.120
H -1.148 -3.004 0.469
H 0.831 -4.673 -0.894
H -0.181 -5.257 1.211
H 0.364 -3.786 1.951
H 1.545 -5.023 1.484
H 1.842 -2.092 0.465
H 2.239 -2.668 -1.187
H 2.789 -3.523 0.213
C 5.208 1.330 5.094
C 4.526 0.072 5.584
O 4.191 -0.804 4.485
C 5.178 -1.565 4.033
O 6.300 -1.601 4.433
C 4.656 -2.465 2.901
F 3.894 -1.774 2.035
F 3.901 -3.452 3.406
F 5.658 -3.010 2.226
H 4.590 1.836 4.351
H 5.382 2.010 5.926
H 6.167 1.103 4.630
H 3.578 0.308 6.061
H 5.140 -0.465 6.305
C -4.074 2.901 -4.257
C -2.724 2.570 -3.654
O -1.647 3.052 -4.464
C -1.339 4.338 -4.297
O -1.866 5.094 -3.541
C -0.146 4.707 -5.195
F -0.307 4.216 -6.426
F 0.974 4.185 -4.674
F -0.012 6.021 -5.267
H -4.141 2.520 -5.276
H -4.880 2.464 -3.666
H -4.228 3.978 -4.296
H -2.580 1.493 -3.606
H -2.624 2.967 -2.641
*
```



# 3
C22H27BrCdN7O2S as an isolated structure. Source: OMol25; level of theory: the ωB97M-V functional and the def2-TZVPD basis.

The lowest unoccupied orbital energy comes out at -2.45 eV. As for the energy above the lowest of the compared OMol25 structures with the same formula, charge and spin: 24.8 kJ/mol. The HOMO energy comes out at -10.52 eV.

ORCA input file:
```
! RIJCOSX wB97M-V def2-TZVPD def2/J DEFGRID3
* xyz 1 1
Cd 0.072 -0.485 -0.790
O -3.653 -2.552 2.890
C -2.385 -2.824 3.344
C -2.145 -3.205 4.656
C -0.845 -3.439 5.081
C 0.209 -3.288 4.194
C -0.049 -2.914 2.882
C -1.339 -2.679 2.436
C -1.628 -2.269 0.992
O -0.531 -2.291 0.206
N -2.250 -0.877 1.021
N -1.314 0.078 1.060
C -1.464 1.214 1.613
C -0.372 2.183 1.595
Br 1.388 1.417 1.575
C -0.485 3.509 1.660
C -1.769 4.219 1.558
C -2.005 5.341 2.354
C -3.212 6.015 2.273
C -4.191 5.591 1.385
C -3.956 4.495 0.567
C -2.751 3.815 0.650
H -4.291 -2.755 3.582
H -2.975 -3.315 5.346
H -0.662 -3.736 6.105
H 1.224 -3.468 4.521
H 0.755 -2.805 2.166
H -2.443 -2.897 0.609
H -2.988 -0.796 1.716
H -2.378 1.500 2.133
H 0.405 4.111 1.805
H -1.243 5.675 3.047
H -3.390 6.877 2.903
H -5.132 6.122 1.321
H -4.709 4.175 -0.141
H -2.550 2.982 -0.014
N 1.967 -1.958 -0.887
N 1.491 -3.129 -1.510
C 0.543 -3.045 -2.471
N 0.008 -4.203 -2.853
S 0.118 -1.603 -3.237
H 2.847 -1.697 -1.321
H 2.126 -2.166 0.094
H 1.465 -3.935 -0.903
H 0.240 -5.079 -2.415
H -0.694 -4.190 -3.571
C 1.013 4.971 -2.336
C 0.250 3.695 -2.257
C -0.951 3.313 -2.816
C -1.195 2.008 -2.357
N -0.202 1.619 -1.564
N 0.678 2.641 -1.535
C -2.360 1.128 -2.654
H 0.623 5.589 -3.140
H 2.070 4.785 -2.526
H 0.926 5.534 -1.405
H -1.575 3.903 -3.465
H 1.452 2.605 -0.892
H -3.288 1.692 -2.571
H -2.415 0.283 -1.965
H -2.299 0.735 -3.670
*
```



# 4
C22H27CeF4N5O as an isolated structure. Source: OMol25; level of theory: the ωB97M-V functional and the def2-TZVPD basis.

The expectation value of S² is 0.751. The lowest unoccupied orbital energy (spin up / spin down) comes out at -2.93 / -2.93 eV. As for the energy above the lowest of the compared OMol25 structures with the same formula, charge and spin: 78.3 kJ/mol. The HOMO energy (spin up / spin down) comes out at -10.06 / -10.07 eV.

ORCA input file:
```
! RIJCOSX wB97M-V def2-TZVPD def2/J DEFGRID3
* xyz 1 2
Ce 0.276 -1.113 -0.050
C 1.028 -2.668 1.980
C 2.250 -2.158 1.496
C 2.444 -2.644 0.189
C 1.352 -3.472 -0.141
C 0.471 -3.493 0.969
H 0.687 -2.633 3.005
H 2.968 -1.589 2.070
H 3.322 -2.481 -0.419
H 1.299 -4.119 -1.004
H -0.289 -4.237 1.144
C -3.059 -3.106 1.063
C -3.039 -1.585 1.203
N -2.563 -0.879 -0.010
C -3.456 -1.290 -1.128
C -3.165 -0.721 -2.511
C -2.666 0.573 0.253
C -1.799 1.468 -0.659
N -0.683 0.688 -1.155
C 0.179 1.197 -2.056
C 1.092 0.312 -2.676
F 0.973 -1.042 -2.327
C 2.105 0.698 -3.516
F 2.941 -0.227 -3.997
C 2.252 2.023 -3.872
C 1.343 2.921 -3.339
F 1.449 4.211 -3.658
C 0.341 2.538 -2.471
F -0.460 3.495 -1.966
H -2.927 -3.572 2.039
H -2.253 -3.439 0.410
H -3.999 -3.467 0.651
H -2.376 -1.302 2.028
H -4.050 -1.241 1.457
H -4.490 -1.042 -0.847
H -3.391 -2.374 -1.203
H -3.469 0.319 -2.604
H -3.731 -1.291 -3.247
H -2.108 -0.803 -2.753
H -2.330 0.730 1.282
H -3.711 0.898 0.195
H -1.473 2.326 -0.065
H -2.391 1.867 -1.484
H 3.035 2.342 -4.543
C 4.108 1.883 0.607
N 2.882 1.861 1.406
C 2.701 2.637 2.499
C 1.554 2.579 3.213
C 0.563 1.651 2.792
N 0.742 0.880 1.719
C 1.883 0.999 1.003
O 2.048 0.325 -0.027
N -0.574 1.522 3.480
H 4.777 2.644 0.998
H 3.866 2.098 -0.432
H 4.590 0.908 0.643
H 3.516 3.296 2.762
H 1.405 3.201 4.081
H -0.741 2.075 4.302
H -1.248 0.824 3.221
*
```



# 5
C22H27CeFN4O3 as an isolated structure. Source: OMol25; level of theory: the ωB97M-V functional and the def2-TZVPD basis.

The expectation value of S² is 0.751. The lowest unoccupied orbital energy (spin up / spin down) comes out at -3.18 / -3.17 eV. The HOMO energy (spin up / spin down) comes out at -9.44 / -9.44 eV.

ORCA input file:
```
! RIJCOSX wB97M-V def2-TZVPD def2/J DEFGRID3
* xyz 1 2
Ce -0.172 -2.137 0.208
N 2.634 -2.345 0.301
C 3.209 -3.638 0.721
C 2.482 -4.763 0.016
N 1.050 -4.665 0.318
H 2.988 -2.093 -0.619
H 2.947 -1.591 0.904
H 3.065 -3.727 1.801
H 4.284 -3.699 0.540
H 2.921 -5.726 0.288
H 2.605 -4.660 -1.065
H 0.848 -5.046 1.239
H 0.474 -5.224 -0.304
C -2.252 5.360 -1.036
C -0.953 5.267 -0.258
C 0.127 6.147 -0.858
C 1.388 6.087 -0.021
C 1.844 4.664 0.130
C 3.167 4.362 0.335
C 3.581 3.035 0.459
F 4.884 2.801 0.653
C 2.709 1.994 0.377
C 1.347 2.271 0.169
C 0.402 1.175 0.080
O 0.840 -0.030 0.183
C -0.941 1.499 -0.121
C -1.286 2.835 -0.251
N -0.441 3.850 -0.178
C 0.918 3.599 0.045
C -2.079 0.527 -0.224
O -3.160 0.892 -0.614
O -1.799 -0.709 0.149
H -2.481 6.417 -1.165
H -3.102 4.914 -0.524
H -2.157 4.913 -2.027
H -1.118 5.574 0.778
H -0.260 7.165 -0.900
H 0.324 5.837 -1.888
H 1.193 6.515 0.967
H 2.190 6.678 -0.462
H 3.906 5.151 0.393
H 3.049 0.975 0.463
H -2.326 3.067 -0.427
C -2.089 -3.776 2.571
C -2.482 -4.230 1.203
C -3.548 -4.976 0.772
C -3.463 -5.027 -0.653
C -2.351 -4.309 -1.007
C -1.799 -3.946 -2.348
N -1.734 -3.822 0.122
H -2.751 -4.171 3.341
H -2.142 -2.682 2.682
H -1.078 -4.099 2.860
H -4.306 -5.424 1.395
H -4.146 -5.520 -1.327
H -2.364 -4.398 -3.161
H -0.759 -4.276 -2.489
H -1.839 -2.863 -2.537
*
```



# 6
C22H27ClCoO10P2SSi as an isolated structure. Source: OMol25; level of theory: the ωB97M-V functional and the def2-TZVPD basis.

The expectation value of S² is 3.857. The lowest unoccupied orbital energy (spin up / spin down) comes out at 3.45 / 3.45 eV. As for the energy above the lowest of the compared OMol25 structures with the same formula, charge and spin: 45.1 kJ/mol. The HOMO energy (spin up / spin down) comes out at 0.19 / -2.03 eV.

ORCA input file:
```
! RIJCOSX wB97M-V def2-TZVPD def2/J DEFGRID3
* xyz -2 4
Co 0.841 0.513 -1.367
Cl -2.066 6.930 -3.440
C -1.673 5.355 -2.732
C -2.452 4.872 -1.690
C -2.109 3.635 -1.132
C -1.017 2.876 -1.561
O -0.734 1.745 -0.955
C -0.230 3.389 -2.666
C 0.876 2.723 -3.223
O 1.487 1.634 -2.803
C -0.605 4.645 -3.224
H -3.302 5.438 -1.329
H -2.698 3.221 -0.320
H 1.309 3.181 -4.116
H -0.027 5.043 -4.051
C -2.129 -3.329 -3.435
C -2.609 -1.939 -3.048
O -4.003 -1.802 -3.296
P -2.223 -1.702 -1.263
O -3.411 -2.577 -0.578
O -2.642 -0.246 -0.824
O -0.891 -2.192 -0.850
P -1.729 -0.524 -3.902
O -1.074 -1.167 -5.254
O -2.839 0.389 -4.274
O -0.571 -0.115 -3.039
H -2.720 -4.083 -2.909
H -1.083 -3.454 -3.153
H -2.236 -3.468 -4.512
H -4.105 -0.866 -3.553
H -3.272 -2.552 0.377
H -1.941 0.473 -0.926
H -0.144 -1.324 -5.053
C 4.161 1.457 -1.673
Si 2.697 1.564 -0.490
C 3.509 1.164 1.173
C 2.210 3.361 -0.293
H 4.977 2.085 -1.297
H 3.865 1.796 -2.666
H 4.532 0.429 -1.760
H 4.376 1.823 1.307
H 3.844 0.123 1.233
H 2.810 1.329 1.998
H 3.012 3.912 0.212
H 1.295 3.438 0.304
H 2.003 3.824 -1.259
C -0.951 -4.856 6.091
C -0.507 -3.748 7.006
O -1.227 -3.197 7.780
S 1.270 -3.312 6.883
C 1.179 -2.551 5.275
C 0.433 -1.391 5.080
C 0.375 -0.807 3.826
C 1.070 -1.355 2.736
C 1.809 -2.528 2.952
C 1.860 -3.120 4.201
C 1.049 -0.731 1.460
C 1.031 -0.197 0.368
H -2.027 -5.001 6.166
H -0.428 -5.771 6.370
H -0.676 -4.617 5.063
H -0.103 -0.954 5.914
H -0.199 0.097 3.670
H 2.341 -2.964 2.117
H 2.433 -4.026 4.359
*
```



# 7
A single C22H27ClN2O3S molecule. Source: OMol25; level of theory: the ωB97M-V functional and the def2-TZVPD basis.

The lowest unoccupied orbital energy comes out at 0.61 eV. As for the SMILES: O=C(CCc1ccc(S(=O)(=O)NC2CCCCC2)cc1)NCc1ccc(Cl)cc1. The HOMO energy comes out at -9.10 eV.

ORCA input file:
```
! RIJCOSX wB97M-V def2-TZVPD def2/J DEFGRID3
* xyz 0 1
O 0.619 0.815 -5.128
C 1.505 1.194 -4.393
N 2.361 0.341 -3.787
H 3.063 0.690 -3.155
C 2.213 -1.094 -3.873
C 2.045 -1.717 -2.513
C 2.694 -2.904 -2.197
C 2.555 -3.472 -0.944
C 1.767 -2.841 0.004
C 1.105 -1.659 -0.291
C 1.248 -1.107 -1.551
H 0.729 -0.189 -1.788
H 0.487 -1.171 0.448
Cl 1.621 -3.547 1.574
H 3.060 -4.393 -0.700
H 3.312 -3.391 -2.936
H 1.323 -1.266 -4.489
H 3.077 -1.532 -4.384
C 1.751 2.662 -4.082
H 2.189 3.127 -4.968
H 2.445 2.772 -3.248
C 0.414 3.347 -3.764
C -0.199 2.773 -2.517
C -1.142 1.753 -2.599
C -1.735 1.250 -1.453
C -1.378 1.767 -0.223
C -0.420 2.756 -0.117
C 0.172 3.253 -1.265
H 0.906 4.043 -1.192
H -0.180 3.147 0.859
S -2.265 1.275 1.249
O -3.512 0.683 0.850
O -2.278 2.402 2.137
N -1.299 0.059 1.898
H -1.764 -0.822 1.729
C -0.922 0.206 3.299
C -2.125 0.189 4.250
C -2.776 -1.188 4.321
C -1.753 -2.233 4.758
C -0.574 -2.256 3.791
C 0.082 -0.880 3.693
H 0.897 -0.907 2.967
H 0.503 -0.615 4.665
H 0.168 -2.984 4.128
H -0.919 -2.574 2.805
H -2.218 -3.220 4.799
H -1.395 -1.989 5.761
H -3.607 -1.160 5.029
H -3.189 -1.455 3.345
H -2.846 0.934 3.912
H -1.778 0.478 5.244
H -0.445 1.190 3.355
H -2.495 0.487 -1.498
H -1.418 1.364 -3.568
H -0.257 3.188 -4.609
H 0.580 4.418 -3.638
*
```



# 8
C22H27HfNO7S2 as an isolated structure. Source: OMol25; level of theory: the ωB97M-V functional and the def2-TZVPD basis.

The lowest unoccupied orbital energy comes out at -5.84 eV. As for the energy above the lowest of the compared OMol25 structures with the same formula, charge and spin: 160.2 kJ/mol. The HOMO energy comes out at -15.09 eV.

ORCA input file:
```
! RIJCOSX wB97M-V def2-TZVPD def2/J DEFGRID3
* xyz 2 1
Hf 1.124 1.216 -0.237
O 1.170 1.812 1.979
C 2.261 2.707 2.340
C 2.279 3.847 1.331
N 2.318 3.253 -0.025
C 1.466 3.987 -1.024
C 0.212 3.119 -0.918
O -0.317 3.006 0.212
O 0.098 2.163 -1.750
C 3.702 2.942 -0.471
C 3.717 1.503 -1.017
O 4.662 0.778 -0.922
O 2.538 1.165 -1.528
H 0.353 2.319 2.110
H 3.167 2.103 2.309
H 2.113 3.075 3.353
H 3.128 4.510 1.501
H 1.367 4.429 1.446
H 1.881 3.892 -2.023
H 1.313 5.034 -0.769
H 4.401 2.993 0.361
H 4.058 3.629 -1.240
O -0.548 0.254 0.335
S -1.671 0.460 1.383
C -1.330 -0.856 2.611
C -1.390 -2.304 2.132
C -0.400 -2.681 1.021
C 1.077 -2.630 1.435
S 2.239 -1.842 0.244
O 2.033 -0.344 0.581
C 1.352 -2.154 -1.291
C 0.696 -1.189 -2.047
C 0.042 -1.559 -3.211
C 0.042 -2.885 -3.616
C 0.711 -3.844 -2.866
C 1.378 -3.478 -1.708
C -3.131 -0.163 0.573
C -4.347 0.004 1.224
C -5.501 -0.440 0.603
C -5.434 -1.023 -0.656
C -4.213 -1.164 -1.301
C -3.047 -0.726 -0.691
H -2.074 -0.685 3.393
H -0.350 -0.581 3.008
H -2.396 -2.513 1.765
H -1.236 -2.939 3.008
H -0.579 -2.024 0.178
H -0.637 -3.688 0.680
H 1.481 -3.625 1.625
H 1.248 -2.035 2.334
H 0.699 -0.134 -1.791
H -0.451 -0.802 -3.806
H -0.462 -3.167 -4.530
H 0.724 -4.877 -3.184
H 1.922 -4.222 -1.135
H -4.396 0.471 2.202
H -6.457 -0.320 1.094
H -6.340 -1.359 -1.141
H -4.169 -1.609 -2.286
H -2.093 -0.812 -1.192
*
```



Number 1: strongest force on any atom 1.142 eV Å⁻¹. Number 2: strongest force on any atom 1.371 eV Å⁻¹. Number 3: strongest force on any atom 0.258 eV Å⁻¹. Number 4: strongest force on any atom 2.680 eV Å⁻¹. Number 5: strongest force on any atom 0.996 eV Å⁻¹. Number 6: strongest force on any atom 1.314 eV Å⁻¹. Number 7: strongest force on any atom 0.922 eV Å⁻¹. Number 8: strongest force on any atom 3.347 eV Å⁻¹.